(1)
ORCA calculation (wB97M-V/def2-TZVPD) on a molecular structure, C14H29AuCl3IN5Si.

ΔE to the lowest compared entry with this formula, charge and spin: 0.00 kcal per mole
Frontier orbital gap: 7.66 eV
Calculated total energy: -2928.3445 Eh
Net charge: -1
Highest occupied orbital energy: -4.96 eV

Each line ends with the natural charge from an NBO analysis.
Element x y z (Å)
Au: 0.2848 -2.2682 0.1846  0.274
C: 1.6159 1.0685 -5.9018  -0.618
C: 0.2645 0.6835 -5.2930  -0.194
N: 0.3194 0.3739 -3.8818  -0.441
C: 0.5468 -1.0125 -3.4807  -0.222
C: 2.0077 -1.3475 -3.1801  -0.623
C: 0.2294 1.2959 -2.8692  0.459
C: -0.0369 2.7510 -3.2087  -0.688
N: 0.3686 0.8894 -1.6673  -0.745
H: 1.5144 1.2660 -6.9719  0.198
H: 2.3367 0.2634 -5.7647  0.210
H: 2.0109 1.9635 -5.4175  0.201
H: -0.1224 -0.1985 -5.8060  0.198
H: -0.4523 1.4836 -5.4795  0.187
H: 0.1554 -1.6672 -4.2615  0.185
H: -0.0289 -1.1631 -2.5694  0.252
H: 2.6182 -1.3665 -4.0857  0.180
H: 2.0643 -2.3273 -2.7027  0.224
H: 2.4072 -0.6075 -2.4878  0.224
H: -0.1522 2.9634 -4.2682  0.204
H: 0.7896 3.3511 -2.8280  0.224
H: -0.9404 3.0687 -2.6891  0.232
H: 0.2049 1.6028 -0.9666  0.349
I: 3.4073 -3.6279 1.4238  -0.079
C: 2.2787 -1.8613 0.7518  -0.989
H: 2.8915 -1.4939 -0.0715  0.192
H: 2.4426 -1.1834 1.5887  0.169
Cl: -2.8532 -1.2701 -1.6857  -0.456
Si: -1.8282 -2.7564 -0.5995  0.823
Cl: -1.9393 -4.3551 -1.9835  -0.463
Cl: -3.3383 -3.3254 0.7665  -0.463
C: 1.1941 0.8327 5.0704  -0.411
C: 1.6708 0.2322 3.7597  -0.219
N: 0.8119 0.7387 2.7085  -0.632
C: -0.5678 0.6289 2.8400  0.585
N: -1.2534 0.5765 1.7651  -0.556
C: -2.6926 0.4534 1.8481  -0.233
C: -3.1286 -0.2398 3.1318  -0.429
C: -2.5036 0.4803 4.3160  -0.195
N: -1.0702 0.6580 4.1306  -0.466
C: -0.2460 0.4085 5.2986  -0.192
H: 1.2509 1.9212 5.0028  0.204
H: 1.8141 0.4963 5.9028  0.208
H: 1.6527 -0.8654 3.8280  0.181
H: 2.6952 0.5381 3.5447  0.203
H: 1.0713 0.4745 1.7678  0.416
H: -3.0277 -0.1179 0.9827  0.218
H: -3.1583 1.4466 1.7784  0.165
H: -2.7744 -1.2732 3.1029  0.218
H: -4.2155 -0.2508 3.2315  0.206
H: -2.6632 -0.0946 5.2324  0.189
H: -2.9814 1.4586 4.4564  0.175
H: -0.2724 -0.6589 5.5670  0.173
H: -0.6723 0.9635 6.1398  0.188



(2)
ORCA calculation (wB97M-V/def2-TZVPD) on a molecular structure, C14H29InN9O3P2.

Frontier orbital gap (spin up / spin down): 7.48 / 4.94 eV
Calculated total energy: -2141.4408 Eh
Net charge: +3
Highest occupied orbital energy (spin up / spin down): -17.92 / -17.15 eV

Each line ends with the natural charge from an NBO analysis.
Element x y z (Å)
In: 0.7180 1.2234 1.9244  1.466
N: 0.8291 5.5911 2.5471  -0.291
C: 1.5202 4.5546 2.0917  0.252
N: 0.7433 3.4788 2.1581  -0.623
C: -0.4271 3.9509 2.6874  0.279
N: -0.4060 5.2305 2.9348  -0.170
C: -1.5470 3.0505 2.9688  0.128
C: -2.7543 3.4822 3.5072  0.066
N: -3.7311 2.6283 3.7739  -0.277
C: -3.5216 1.3436 3.5159  0.033
C: -2.3279 0.8915 2.9715  0.025
N: -1.3456 1.7529 2.6960  -0.529
H: 1.1246 6.5556 2.6389  0.465
H: 2.5378 4.6055 1.7399  0.257
H: -2.9171 4.5308 3.7251  0.256
H: -4.3209 0.6512 3.7486  0.242
H: -2.1476 -0.1532 2.7628  0.224
C: -2.0306 -3.4228 0.9159  -0.450
N: -1.2328 -2.8128 -0.1473  -0.505
C: -1.4963 -3.2976 -1.4977  -0.448
P: 0.1178 -1.9032 0.2804  2.522
O: -0.1370 -1.0659 1.4676  -1.106
O: 0.5330 -1.1761 -1.0351  -1.092
P: 0.6982 0.4497 -1.4493  2.541
O: 0.3966 1.2312 -0.1971  -1.180
N: 2.2142 0.4945 -1.9723  -0.823
C: 3.0693 -0.6094 -2.4197  -0.398
C: 2.6899 1.8283 -2.4021  -0.416
N: -0.3617 0.8063 -2.5913  -0.810
C: -1.7374 1.2377 -2.3033  -0.408
C: -0.0708 0.6288 -4.0243  -0.408
N: 1.2128 -3.1072 0.5293  -0.610
C: 1.7883 -3.8997 -0.5619  -0.437
C: 1.4249 -3.6534 1.8768  -0.436
H: -1.8286 -4.4974 0.9574  0.252
H: -3.0866 -3.2932 0.6714  0.265
H: -1.8123 -2.9616 1.8744  0.243
H: -1.3971 -4.3862 -1.5237  0.255
H: -0.8285 -2.8377 -2.2185  0.238
H: -2.5313 -3.0520 -1.7499  0.267
H: 2.6537 -1.5661 -2.1234  0.202
H: 4.0567 -0.4989 -1.9729  0.231
H: 3.1776 -0.5908 -3.5055  0.222
H: 2.0200 2.6104 -2.0458  0.220
H: 2.7460 1.8787 -3.4900  0.224
H: 3.6806 2.0027 -1.9851  0.233
H: -1.8973 1.3143 -1.2310  0.215
H: -2.4456 0.5256 -2.7277  0.214
H: -1.9127 2.2139 -2.7543  0.235
H: 0.9252 0.2193 -4.1732  0.216
H: -0.1430 1.5884 -4.5347  0.234
H: -0.7962 -0.0560 -4.4631  0.221
H: 1.5241 -3.4851 -1.5305  0.225
H: 1.4319 -4.9297 -0.4937  0.245
H: 2.8742 -3.9061 -0.4550  0.260
H: 0.9965 -2.9976 2.6281  0.244
H: 2.5006 -3.7401 2.0400  0.260
H: 0.9868 -4.6517 1.9465  0.240



(3)
ORCA calculation (wB97M-V/def2-TZVPD) on a gas-phase ion, C14H29N4O2 (charge +1).

Frontier orbital gap: 5.74 eV
Calculated total energy: -919.9236 Eh
Net charge: +1
Highest occupied orbital energy: -10.93 eV
SMILES string: COCCCCCCCCCCCN/C(N)=[NH+]\OC#N

Each line ends with the natural charge from an NBO analysis.
Element x y z (Å)
C: 7.5590 -2.2916 -0.2305  -0.249
O: 6.8689 -1.1011 -0.5313  -0.543
C: 6.4122 -0.4547 0.6372  -0.047
C: 5.6459 0.8044 0.2362  -0.427
C: 4.1362 0.7025 0.5060  -0.390
C: 3.3099 1.1990 -0.6982  -0.386
C: 1.9179 0.5700 -0.7754  -0.391
C: 0.8008 1.4018 -0.1101  -0.400
C: -0.4440 1.5981 -0.9904  -0.394
C: -1.7359 0.9727 -0.4245  -0.400
C: -2.8530 1.9854 -0.3216  -0.390
C: -4.0360 1.4832 0.4991  -0.405
C: -4.8945 0.4660 -0.2603  -0.223
N: -4.7542 -0.8648 0.3887  -0.673
C: -5.6197 -1.8088 -0.0604  0.737
N: -5.8020 -2.1609 -1.3145  -0.707
N: -6.3808 -2.4343 0.8753  -0.237
O: -5.6038 -2.8944 1.9767  -0.311
C: -5.7416 -2.0845 2.9997  0.489
N: -5.6424 -1.1904 3.7698  -0.272
H: 8.6221 -2.0951 -0.1323  0.173
H: 7.4074 -3.0198 -1.0118  0.188
H: 7.2208 -2.7278 0.7051  0.165
H: 7.2360 -0.2202 1.3093  0.164
H: 5.7431 -1.1363 1.1585  0.153
H: 6.0643 1.6580 0.7499  0.207
H: 5.8215 0.9421 -0.8205  0.221
H: 3.8404 -0.3243 0.6641  0.188
H: 3.9042 1.2912 1.3832  0.201
H: 3.8440 0.9147 -1.5946  0.204
H: 3.2442 2.2780 -0.6261  0.197
H: 1.9445 -0.4210 -0.3384  0.196
H: 1.6889 0.4422 -1.8257  0.196
H: 1.2095 2.3834 0.0846  0.207
H: 0.5578 0.9578 0.8462  0.197
H: -0.2533 1.2193 -1.9845  0.206
H: -0.6182 2.6575 -1.1188  0.205
H: -1.4906 0.5780 0.5561  0.197
H: -2.0463 0.1214 -1.0290  0.177
H: -3.2231 2.2639 -1.3024  0.199
H: -2.4738 2.8800 0.1533  0.221
H: -3.6643 0.9861 1.3872  0.218
H: -4.6408 2.3093 0.8372  0.233
H: -4.6414 0.4497 -1.3178  0.181
H: -5.9271 0.7726 -0.1568  0.218
H: -3.7944 -1.1960 0.3905  0.432
H: -6.0951 -3.1020 -1.5212  0.431
H: -5.7465 -1.5285 -2.0986  0.450
H: -6.8765 -3.2317 0.4819  0.398